The following is a DFT calculation (ωB97M-V with the def2-TZVPD basis set) of a structure of composition C21H13Cl2CsN5O2S in a non-equilibrium geometry.

Element x y z (Å)
Cs  -0.3838  0.1163  -0.0524
Cl  -7.6462  0.3573  1.5400
C  -6.1495  0.1370  0.6900
C  -4.9546  0.4545  1.2936
C  -3.7160  0.2690  0.6641
N  -2.5546  0.4911  1.3621
C  -2.4809  1.4260  2.2959
O  -3.2242  2.3921  2.5243
C  -1.2704  1.3234  3.2057
C  -1.4536  1.6868  4.5452
C  -0.3771  1.6755  5.4068
C  0.8758  1.3580  4.8949
C  0.9640  1.0500  3.5495
N  -0.0720  1.0088  2.7226
C  -3.7162  -0.2560  -0.6692
C  -4.9546  -0.5495  -1.2562
C  -6.1495  -0.3703  -0.5982
Cl  -7.6461  -0.7886  -1.3703
N  -2.5549  -0.5697  -1.3315
C  -2.4809  -0.5212  -2.6520
O  -3.2242  0.0298  -3.4775
C  -1.2700  -1.2164  -3.2474
C  -1.4539  -1.8658  -4.4740
C  -0.3777  -2.4621  -5.0965
C  0.8754  -2.3456  -4.5059
C  0.9642  -1.6523  -3.3125
N  -0.0713  -1.1165  -2.6804
H  -4.9569  0.8727  2.2856
H  -2.4386  1.9813  4.8728
H  -0.4927  1.9253  6.4545
H  1.7611  1.3696  5.5175
H  1.9250  0.8306  3.0971
H  -4.9567  -0.9200  -2.2670
H  -2.4393  -1.8750  -4.9136
H  -0.4937  -2.9947  -6.0325
H  1.7603  -2.7631  -4.9685
H  1.9251  -1.5063  -2.8310
S  5.6783  0.5431  -0.4275
C  5.2757  -0.7745  0.6091
C  3.9233  -0.9040  0.7099
N  3.2087  -0.0056  0.0028
C  3.9690  0.8113  -0.6392
H  6.0430  -1.3589  1.0679
H  3.4025  -1.6458  1.2934
H  3.6126  1.6045  -1.2661

Computed properties:
total charge: -1
spin multiplicity: 1
LUMO: 1.608 eV
HOMO level: -3.5 eV
gap between HOMO and LUMO: 5.0837 eV
energy: -69963.6846 eV


The following is a DFT calculation (ωB97M-V with the def2-TZVPD basis set) of the molecule FH2PS in a non-equilibrium geometry.

Element x y z (Å)
F  -1.5385  -0.6403  -0.1790
P  -0.6197  0.7189  0.1546
S  1.3793  -0.1775  -0.0588
H  -0.6601  0.8690  -1.1595
H  1.4391  -0.7701  1.2427

Computed properties:
spin multiplicity: 1
LUMO: 0.537 eV
ΔE to the lowest compared entry with this formula, charge and spin: 6.3 kcal/mol
HOMO level: -9.9 eV
gap between HOMO and LUMO: 10.3935 eV
structure (SMILES): FPS
energy: -22874.1203 eV


The following is a DFT calculation (ωB97M-V with the def2-TZVPD basis set) of a cluster of 2 separate species, C3H11NOS2 in total in a non-equilibrium geometry.

Element x y z (Å)
C  1.8551  -0.1807  0.7050
C  0.5275  0.5954  0.3644
N  0.1763  0.6850  -1.0503
C  -0.6866  -0.0069  1.1350
S  -2.2269  0.9554  1.5689
S  -2.0790  2.9254  2.2682
H  1.6098  -1.2807  0.8448
H  2.6122  -0.3818  -0.1101
H  2.2887  0.0592  1.6107
H  0.7200  1.6259  0.7268
H  -0.5395  0.0748  -1.4320
H  0.9402  0.8688  -1.6231
H  -1.1067  -0.9006  0.6889
H  -0.2530  -0.3498  2.0896
H  -2.6134  2.9019  3.5437
O  -0.1394  -2.6588  -3.9432
H  -0.0723  -1.9175  -3.4029
H  -1.0128  -3.0150  -3.9845

Computed properties:
spin multiplicity: 1
LUMO: 0.341 eV
ΔE to the lowest compared entry with this formula, charge and spin: 31.4 kcal/mol
HOMO level: -8.7 eV
gap between HOMO and LUMO: 9.0762 eV
structure (SMILES): C[C@@H](N)CSS.O
energy: -28496.2342 eV


The following is a DFT calculation (ωB97M-V with the def2-TZVPD basis set) of a structure of composition C39H34BN11Zr.

Element x y z (Å)
Zr  0.9107  -0.1446  -0.3428
C  -3.5081  0.2193  0.2796
C  -2.4606  -0.2775  -0.6697
N  -1.1989  0.1257  0.0453
N  -1.5428  0.3742  1.4544
C  -2.9795  0.6595  1.4079
B  -0.4800  1.4370  2.2161
N  0.7311  0.5778  2.6826
C  1.2688  0.5369  3.9109
C  2.4326  -0.2110  3.8681
C  2.5441  -0.6100  2.5479
N  1.5176  -0.1367  1.8282
N  0.0996  2.4214  1.1626
C  0.0997  3.7654  1.1137
C  1.0823  4.1910  0.2439
C  1.6670  3.0202  -0.2210
N  1.0811  1.9535  0.3249
N  -1.2080  1.9601  3.3975
C  -1.5148  3.1637  3.9701
C  -2.3047  2.9196  5.0549
C  -2.4397  1.5137  5.0913
N  -1.7897  0.9345  4.0997
H  -4.5624  0.2356  0.0354
H  -2.5430  0.1410  -1.6702
H  -3.4535  1.0417  2.2990
H  0.7853  1.0268  4.7427
H  3.1017  -0.4317  4.6839
H  3.3132  -1.2112  2.0876
H  -0.6060  4.3514  1.6780
H  1.3459  5.2066  -0.0027
H  2.4742  2.9044  -0.9284
H  -1.1264  4.1035  3.6149
H  -2.7187  3.6437  5.7387
H  -2.9849  0.9115  5.8052
C  0.9649  -3.5214  1.2132
C  2.2153  -3.1016  0.5031
C  3.3702  -3.8466  0.7070
C  4.5433  -3.4966  0.0760
C  4.5258  -2.4514  -0.8381
C  3.3490  -1.7748  -1.0555
N  2.2230  -2.0322  -0.3347
C  3.2251  -0.8011  -2.1733
C  4.1690  -0.8019  -3.1709
C  3.9874  0.0204  -4.2650
C  2.8605  0.8054  -4.3280
C  1.9317  0.7981  -3.2971
N  2.1201  -0.0008  -2.2121
C  0.7364  1.6783  -3.3634
C  0.5679  2.4895  -4.4688
C  -0.5059  3.3636  -4.5248
C  -1.3331  3.4164  -3.4371
C  -1.1083  2.5811  -2.3393
C  -2.0383  2.8045  -1.1828
N  -0.1133  1.6789  -2.3095
H  1.1034  -4.5123  1.6370
H  0.7379  -2.8425  2.0350
H  0.1175  -3.5537  0.5334
H  3.3330  -4.6985  1.3726
H  5.4575  -4.0480  0.2582
H  5.4309  -2.1868  -1.3610
H  5.0162  -1.4669  -3.1364
H  4.7074  0.0298  -5.0734
H  2.7184  1.4170  -5.1991
H  1.2491  2.4722  -5.3012
H  -0.6578  3.9999  -5.3870
H  -2.1628  4.1112  -3.3982
H  -2.1123  3.8759  -0.9920
H  -3.0465  2.4666  -1.4337
H  -1.7150  2.3264  -0.2755
C  -3.2410  -3.8835  -2.2138
C  -2.1531  -3.1387  -2.7695
C  -1.5255  -2.2033  -2.0365
C  -1.9929  -1.8194  -0.6691
C  -0.8490  -1.3338  0.2866
C  -1.2839  -1.2063  1.7639
C  -2.4428  -2.0039  2.1981
C  -3.1706  -2.7490  1.3443
C  -2.9476  -2.7929  -0.0718
C  -3.5824  -3.7221  -0.8797
H  -3.7512  -4.6181  -2.8221
H  -1.8312  -3.3522  -3.7809
H  -0.6981  -1.6386  -2.4613
H  -0.5091  -1.2736  2.5129
H  -2.6415  -2.0193  3.2627
H  -3.9474  -3.3932  1.7456
H  -4.3338  -4.3673  -0.4372

Computed properties:
total charge: +3
spin multiplicity: 2
LUMO (spin up / spin down): -9.340 / -9.339 eV
ΔE to the lowest compared entry with this formula, charge and spin: 105.3 kcal/mol
HOMO level (spin up / spin down): -14.5 / -16.3 eV
gap between HOMO and LUMO (spin up / spin down): 5.1799 / 6.9154 eV
<S²>: 0.8090
energy: -59319.9834 eV